Record 1
82
Properties=species:S:1:pos:R:3:forces:R:3 method="wB97M-V/def2-TZVPD" lumo_energy_ev=-7.21 e_above_lowest_kcal_mol=2.40 charge=+2 homo_ha=-0.4974 mol_weight_g_mol=750.83
Rh -0.07314 0.26899 -0.76453 1.160 0.075 2.010
C -1.60588 -4.87941 3.35385 -0.029 0.066 -0.181
Si -2.58841 -3.63878 2.36127 -0.140 -0.030 0.374
C -2.99453 -4.27041 0.65305 0.128 0.139 -0.042
C -4.13872 -3.14583 3.28708 0.094 -0.056 -0.168
C -1.52865 -2.03716 2.35704 0.045 -0.049 -0.038
C -1.20937 -1.47518 3.59478 -0.021 -0.073 -0.102
C -0.46290 -0.30669 3.70024 0.014 -0.037 -0.036
C -0.03575 0.30622 2.54358 0.151 0.271 0.007
N -0.31613 -0.21251 1.34686 -0.287 0.312 -1.383
C -1.04189 -1.33943 1.25523 0.053 -0.133 0.351
S -1.28675 -1.72314 -0.42218 -0.291 0.842 -0.898
H -2.20018 -5.78183 3.51136 0.021 -0.003 0.014
H -1.33369 -4.48491 4.33452 -0.006 -0.023 0.003
H -0.68898 -5.16769 2.83586 0.002 -0.018 0.030
H -3.61256 -5.16702 0.73862 0.016 0.002 0.057
H -2.09890 -4.54195 0.08951 -0.022 -0.030 0.001
H -3.55434 -3.53642 0.07104 -0.035 -0.027 0.003
H -4.80100 -4.00805 3.38913 -0.021 0.030 0.020
H -4.68397 -2.36222 2.75634 -0.031 -0.013 0.025
H -3.91124 -2.78152 4.29053 -0.020 -0.010 0.001
H -1.56295 -1.95880 4.49869 0.034 0.032 0.021
H -0.21769 0.12556 4.65979 -0.012 0.000 0.000
H 0.54759 1.21563 2.56167 -0.044 -0.056 0.013
N 2.01287 0.00703 -0.57074 -0.446 0.182 -0.475
S 3.02838 -0.45929 0.59708 0.218 0.615 -0.035
C 3.44740 1.02654 1.50849 -0.081 -0.180 0.105
C 3.87535 2.16575 0.83863 0.012 0.022 0.017
C 4.13846 3.31027 1.57171 -0.010 0.010 -0.040
C 3.95601 3.31394 2.95276 -0.012 -0.040 0.010
C 3.53051 2.16811 3.60885 0.000 0.007 0.021
C 3.27792 1.00842 2.88462 0.075 -0.045 -0.052
C 4.58691 -0.72714 -0.25277 -0.080 -0.144 0.037
C 4.56216 -1.15249 -1.57225 -0.016 0.000 0.009
C 5.76828 -1.38020 -2.22091 -0.010 0.015 0.005
C 6.96752 -1.19473 -1.54925 -0.005 -0.012 -0.005
C 6.97145 -0.80322 -0.21628 -0.016 0.001 0.025
C 5.77700 -0.56908 0.44558 -0.006 -0.033 0.006
H 2.45525 0.58572 -1.28431 0.268 -0.318 -0.078
H 4.01842 2.15580 -0.23578 0.036 0.004 0.014
H 4.50283 4.19654 1.06911 -0.040 0.011 0.012
H 4.16029 4.21244 3.51978 0.015 -0.005 -0.009
H 3.40556 2.16965 4.68351 0.021 0.003 -0.003
H 2.97359 0.09451 3.38164 -0.040 0.035 0.022
H 3.62094 -1.30398 -2.08399 0.014 -0.007 -0.009
H 5.76488 -1.70732 -3.25174 0.017 0.014 0.001
H 7.90445 -1.35903 -2.06392 -0.005 -0.028 0.011
H 7.90552 -0.67649 0.31375 0.005 0.006 -0.021
H 5.77855 -0.26221 1.48354 0.019 0.024 -0.014
C 0.05534 -0.07585 -5.37020 0.208 -0.031 0.086
S -0.33860 -0.63277 -3.71893 -0.450 0.153 -0.146
O 0.40716 0.39515 -2.82646 -0.438 0.129 0.686
C -2.05416 -0.16168 -3.65343 0.074 -0.090 0.033
C -2.98376 -1.14540 -3.34426 0.070 -0.032 -0.042
C -4.32601 -0.80085 -3.26782 -0.014 -0.012 -0.015
C -4.71993 0.50807 -3.50819 0.019 -0.056 0.009
C -3.77568 1.48666 -3.80275 0.024 -0.007 -0.005
C -2.43280 1.15778 -3.86781 -0.019 0.015 -0.090
H -0.21382 0.97110 -5.48529 -0.023 -0.005 0.031
H -0.50493 -0.70346 -6.06235 -0.009 0.001 0.012
H 1.12437 -0.21438 -5.52058 -0.006 -0.032 0.005
H -2.66332 -2.16764 -3.18139 -0.023 0.007 0.017
H -5.06149 -1.55790 -3.03132 -0.008 0.004 -0.032
H -5.77119 0.76224 -3.47661 0.011 0.034 0.022
H -4.08873 2.50481 -3.99345 -0.017 -0.008 0.011
H -1.68786 1.91737 -4.06647 -0.030 -0.019 -0.035
C -2.24376 4.27708 -1.80669 -0.060 0.140 0.013
O -1.42997 3.07314 -1.77203 0.446 -0.135 -0.075
P -1.49435 2.08224 -0.56334 -1.006 -1.213 -0.051
O -3.04554 1.86647 -0.39037 0.063 -0.108 -0.112
C -3.61482 0.81178 0.40284 -0.108 -0.105 0.160
O -1.18423 2.92381 0.74720 0.518 -0.272 0.079
C 0.16806 3.28605 1.09971 0.065 0.159 -0.061
H -1.91211 4.97539 -1.04171 0.049 -0.027 0.005
H -3.28972 4.02739 -1.64839 0.012 -0.068 -0.021
H -2.10083 4.70747 -2.79179 0.040 -0.010 -0.008
H -4.69131 0.88308 0.28516 -0.002 0.075 -0.002
H -3.35417 0.93476 1.45476 0.017 0.074 -0.013
H -3.27742 -0.15851 0.04072 0.009 0.056 -0.056
H 0.18687 3.43374 2.17555 -0.028 0.013 0.001
H 0.45259 4.21394 0.60607 -0.078 0.003 -0.047
H 0.87568 2.50193 0.81920 0.004 0.018 0.009



Record 2
8
Properties=species:S:1:pos:R:3:forces:R:3 method="wB97M-V/def2-TZVPD" lumo_energy_ev=-0.59 smiles="O=C/C(Br)=C/Cl" e_above_lowest_kcal_mol=13.71 homo_ha=-0.3595 mol_weight_g_mol=169.41
O 2.42115 0.43686 -0.59526 -1.182 -0.223 0.898
C 1.33684 0.53163 -0.08006 -1.976 0.752 -0.906
C 0.06351 -0.33057 -0.33705 -2.021 1.078 2.506
Br 0.07734 -1.82407 -1.47246 0.197 0.405 0.102
C -1.10166 0.00141 0.41860 2.322 -2.554 -2.343
Cl -2.58296 -0.96467 0.33682 1.209 0.891 -0.041
H 0.92799 1.44103 0.51135 1.244 -0.947 -0.263
H -1.14221 0.70838 1.21806 0.206 0.596 0.047



Record 3
9
Properties=species:S:1:pos:R:3:forces:R:3 method="wB97M-V/def2-TZVPD" lumo_energy_ev="-0.31 / -0.31" e_above_lowest_kcal_mol=62.82 homo_ha="-0.3082 / -0.2984" mol_weight_g_mol=113.57
C 1.73006 -0.20921 0.81211 -1.062 1.558 -0.055
N -1.10458 0.74953 -0.09135 -0.843 -1.280 -1.049
O 0.53378 2.60558 -0.47341 0.158 0.191 -0.468
S 0.03318 1.73126 0.57099 1.701 -0.920 1.141
Cl 3.04190 0.18424 -0.21456 0.017 0.099 0.164
H 1.28340 -1.16132 0.57630 -0.249 -0.050 -0.017
H 1.75779 0.10103 1.84352 0.637 -0.288 0.111
H -0.68589 0.20256 -0.82947 0.283 0.634 -1.281
H -1.24338 -0.06591 0.48052 -0.643 0.056 1.454



Record 4
24
Properties=species:S:1:pos:R:3:forces:R:3 method="wB97M-V/def2-TZVPD" lumo_energy_ev=0.79 e_above_lowest_kcal_mol=78.00 homo_ha=-0.2438 mol_weight_g_mol=133.19
C 0.79434 0.52152 -0.36161 0.500 -0.347 0.096
C 2.16732 0.56621 0.29383 -0.040 -0.063 0.078
C 0.87389 -0.23385 -1.67388 -0.078 0.036 0.049
C -0.37626 -1.01087 0.99847 0.009 0.432 -0.966
N 0.30424 1.89938 -0.65332 -0.256 -0.283 0.123
N -0.04187 -0.58862 2.27961 -0.517 0.141 0.025
O -0.24918 -2.14157 0.59232 -0.091 0.281 -0.034
H 0.80062 2.32130 -1.44433 -0.063 -0.131 0.157
H 0.45503 2.50825 0.14603 0.017 -0.052 -0.107
H 0.59418 -1.23616 2.72561 0.081 0.290 -0.052
H 0.18829 0.39367 2.34453 0.270 -0.281 0.132
H 2.53774 -0.43876 0.52053 -0.041 0.031 0.007
H 2.16229 1.13580 1.23288 -0.057 -0.064 -0.011
H 2.92083 1.05570 -0.34809 -0.126 -0.058 -0.037
H 1.14827 -1.27893 -1.51173 -0.032 0.049 0.050
H 1.62212 0.20051 -2.36227 -0.060 0.009 0.090
H -0.08540 -0.21985 -2.20089 0.017 0.013 -0.030
C -2.58384 -0.84973 -0.44302 0.199 0.029 0.121
N -1.70376 -0.16170 0.52030 1.331 -0.478 -0.252
H -2.20354 0.10720 1.36985 0.211 0.463 -0.315
H -0.95932 0.49386 0.02821 -1.315 0.005 0.840
H -3.15007 -1.63846 0.04952 0.045 0.058 -0.011
H -1.96305 -1.29150 -1.21711 0.024 -0.022 0.040
H -3.25288 -0.11340 -0.88546 -0.028 -0.059 0.008